(1)
Formula: C35H29GeN2O5Ru
Source: the Open Molecules 2025 dataset
Level of theory: the ωB97M-V functional and the def2-TZVPD basis

## Properties
Maximum force = 0.0176 hartree/bohr
Total charge = +1
Orbital gap (spin up / spin down) = 6.83 / 4.57 eV
DFT total energy = -109073.323 eV
Highest occupied orbital energy (spin up / spin down) = -11.1 / -11.2 eV
Energy relative to the best compared isomer or geometry (same formula, charge and spin) = 13.9 kcal/mol
Spin multiplicity = 5
⟨S²⟩ = 6.051

CARTESIAN COORDINATES (ANGSTROEM)
Ru (0.41078, 0.11287, 0.21809)
O (-3.37958, 2.34144, 1.27647)
C (-4.18711, 1.40882, 0.80295)
C (-5.55026, 1.70554, 0.81483)
C (-6.45153, 0.79007, 0.33903)
C (-6.04386, -0.46951, -0.16134)
C (-4.72493, -0.78436, -0.18413)
C (-3.74920, 0.14177, 0.29473)
C (-2.37693, -0.17741, 0.21764)
O (-1.47222, 0.67198, 0.63295)
N (-2.01514, -1.38947, -0.30142)
N (-0.69160, -1.46055, -0.39564)
C (-0.21176, -2.63880, -0.79388)
C (1.13652, -2.89676, -1.01947)
C (1.52052, -4.25410, -1.25657)
C (2.81174, -4.57270, -1.51436)
C (3.77466, -3.53335, -1.60068)
C (3.44467, -2.21603, -1.40887)
C (2.13361, -1.86149, -1.07679)
O (1.87865, -0.58577, -0.86784)
H (-2.44918, 2.06170, 1.21786)
H (-5.86044, 2.66845, 1.19811)
H (-7.50549, 1.04215, 0.34391)
H (-6.77875, -1.17507, -0.52147)
H (-4.39018, -1.73967, -0.56173)
H (-0.94598, -3.42284, -0.94651)
H (0.75854, -5.02518, -1.21674)
H (3.10524, -5.60325, -1.66453)
H (4.80339, -3.78611, -1.83246)
H (4.17850, -1.42407, -1.49099)
O (1.96807, 2.26974, 3.00337)
C (2.10677, 1.57097, 2.04335)
O (1.27546, 1.69600, 0.95736)
C (3.13412, 0.47175, 1.90766)
C (2.50391, -0.90664, 2.18683)
Ge (1.75379, -1.35067, 3.97193)
C (1.83326, -3.29674, 4.03423)
C (1.65848, -3.93669, 5.26479)
C (1.68819, -5.32187, 5.36399)
C (1.89370, -6.09561, 4.22856)
C (2.06589, -5.47928, 2.99719)
C (2.03281, -4.09039, 2.90227)
C (2.85199, -0.59071, 5.35532)
C (4.20837, -0.92042, 5.37076)
C (5.05765, -0.36127, 6.31754)
C (4.55466, 0.53000, 7.25726)
C (3.20645, 0.85859, 7.25404)
C (2.35758, 0.30326, 6.30329)
C (-0.11139, -0.83882, 4.03285)
C (-0.52658, 0.49555, 4.06772)
C (-1.88055, 0.80785, 4.10721)
C (-2.83591, -0.20108, 4.09196)
C (-2.43636, -1.53227, 4.04359)
C (-1.08243, -1.84806, 4.01879)
H (3.95977, 0.65979, 2.58704)
H (3.50071, 0.49456, 0.87959)
H (3.19534, -1.70749, 1.92623)
H (1.62455, -1.06159, 1.52335)
H (1.51136, -3.34534, 6.16374)
H (1.55457, -5.79876, 6.32773)
H (1.92403, -7.17563, 4.30512)
H (2.23104, -6.07982, 2.10894)
H (2.16148, -3.63779, 1.92323)
H (4.60564, -1.63221, 4.65214)
H (6.10930, -0.62107, 6.32584)
H (5.21591, 0.96627, 7.99580)
H (2.81700, 1.55262, 7.98904)
H (1.30611, 0.57103, 6.30340)
H (0.20311, 1.29841, 4.08649)
H (-2.18670, 1.84536, 4.16775)
H (-3.89046, 0.04746, 4.13092)
H (-3.17724, -2.32449, 4.04852)
H (-0.77906, -2.88922, 4.00355)

Cartesian forces (eV/Å) of the 2 atoms listed first:
0.58 0.69 0.02
0.02 0.03 -0.03

Mulliken charges in e: 0.955, -0.618, 0.500, -0.817, -0.270, -0.816, -0.499, 0.471, 1.490, -1.057, -0.787, 0.405, -0.562, 0.406, -0.765, -0.755, -0.347, -0.418, 0.959, -0.724, 0.286, 0.504, 0.404, 0.443, 0.461, 0.434, 0.422, 0.475, 0.424, 0.507, -0.528, 0.474, -0.663, -0.495, -0.594, 2.512, -0.334, -0.583, -0.730, -0.530, -0.645, -0.095, 0.285, -0.503, -0.766, -0.468, -0.720, -0.291, -0.120, 0.348, -0.983, -0.578, -0.811, -0.176, 0.418, 0.370, 0.741, -0.362, 0.435, 0.410, 0.395, 0.422, -0.017, 0.431, 0.402, 0.398, 0.414, 0.368, 0.331, 0.465, 0.478, 0.457, 0.329

(2)
Formula: C35H29N4O2V
Source: the Open Molecules 2025 dataset
Level of theory: the ωB97M-V functional and the def2-TZVPD basis

## Properties
Maximum force = 0.0529 hartree/bohr
Total charge = +1
Orbital gap (spin up / spin down) = 6.47 / 6.38 eV
DFT total energy = -72503.882 eV
Highest occupied orbital energy (spin up / spin down) = -9.9 / -10.2 eV
Energy relative to the best compared isomer or geometry (same formula, charge and spin) = 22.5 kcal/mol
Spin multiplicity = 4
⟨S²⟩ = 3.807

CARTESIAN COORDINATES (ANGSTROEM)
V (-0.15819, 0.05126, 0.40545)
C (0.64579, 3.82944, -2.21589)
O (1.78548, 3.32100, -1.49553)
C (1.33685, 2.28774, -0.79440)
N (0.11895, 1.89892, -0.96314)
C (-0.40198, 2.70411, -2.09725)
C (-1.80516, 3.26209, -2.04054)
C (-2.79640, 2.71468, -1.24154)
C (-4.08842, 3.21856, -1.27914)
C (-4.40322, 4.27685, -2.11531)
C (-3.41528, 4.83285, -2.91385)
C (-2.12487, 4.32995, -2.87865)
C (2.28393, 1.53896, 0.01206)
C (3.62844, 1.84127, 0.13538)
C (4.45940, 0.93383, 0.78701)
C (3.91932, -0.23897, 1.30040)
C (2.55678, -0.44486, 1.17122)
N (1.73895, 0.42270, 0.52959)
C (1.77643, -1.53541, 1.70463)
N (0.48553, -1.48510, 1.57964)
C (-0.06829, -2.58825, 2.38540)
C (1.19067, -3.43040, 2.69214)
O (2.29717, -2.54984, 2.37498)
C (-1.15748, -3.40194, 1.73893)
C (-1.23454, -3.56101, 0.36262)
C (-2.22270, -4.36435, -0.18760)
C (-3.12479, -5.02163, 0.63371)
C (-3.03840, -4.88014, 2.01201)
C (-2.05958, -4.06910, 2.56235)
H (0.95316, 4.05430, -3.23249)
H (0.30413, 4.73747, -1.71747)
H (-0.35256, 2.04128, -2.97112)
H (-2.53706, 1.90668, -0.57779)
H (-4.85480, 2.77594, -0.65573)
H (-5.40935, 4.67321, -2.14311)
H (-3.64126, 5.66423, -3.56872)
H (-1.37484, 4.77227, -3.52330)
H (4.00865, 2.75793, -0.29170)
H (5.51747, 1.13188, 0.88115)
H (4.52781, -0.98225, 1.79582)
H (-0.46001, -2.14528, 3.30622)
H (1.25866, -4.30405, 2.04314)
H (1.27180, -3.73811, 3.73025)
H (-0.51494, -3.06793, -0.27955)
H (-2.28926, -4.47194, -1.26292)
H (-3.89437, -5.64817, 0.20216)
H (-3.73334, -5.39896, 2.65913)
H (-1.99299, -3.94826, 3.63818)
C (-4.20035, 1.26951, 3.71131)
C (-2.91009, 0.79288, 3.87585)
C (-2.18405, 0.34764, 2.78468)
C (-2.73144, 0.34614, 1.49476)
C (-4.01399, 0.88443, 1.33986)
C (-4.73595, 1.33193, 2.43367)
N (-1.94808, -0.15912, 0.42180)
C (-2.60659, -0.70963, -0.70919)
C (-3.89438, -1.25294, -0.67889)
C (-4.51617, -1.65367, -1.85090)
C (-3.86227, -1.57169, -3.07112)
C (-2.54940, -1.12732, -3.10310)
C (-1.93064, -0.70950, -1.93849)
H (-4.77658, 1.59787, 4.56559)
H (-2.46854, 0.75931, 4.86375)
H (-1.17187, -0.01645, 2.91912)
H (-4.45329, 0.97410, 0.35856)
H (-5.72779, 1.73775, 2.28154)
H (-4.40323, -1.39085, 0.26385)
H (-5.52414, -2.04676, -1.81134)
H (-4.36436, -1.85819, -3.98522)
H (-2.00765, -1.09513, -4.03984)
H (-0.90542, -0.34734, -1.98060)

Cartesian forces (eV/Å) of the 2 atoms listed first:
-0.11 0.70 -1.07
-0.27 0.02 -0.03

Mulliken charges in e: 0.424, -0.889, -0.422, 0.718, -0.011, 0.656, -0.541, 1.168, -0.681, -0.767, -0.761, -0.691, -0.087, -0.704, -0.473, -0.727, -0.308, -0.049, 0.449, 0.300, -0.605, -0.496, -0.486, 0.397, 0.013, -0.714, -0.593, -0.728, -0.512, 0.352, 0.453, 0.300, 0.064, 0.366, 0.412, 0.387, 0.356, 0.558, 0.469, 0.556, 0.660, 0.380, 0.340, 0.328, 0.407, 0.443, 0.429, 0.446, -0.709, -1.071, -0.452, 0.393, -0.547, -1.033, 1.759, 0.520, -0.769, -0.903, -0.827, -0.991, -0.197, 0.416, 0.442, 0.527, 0.873, 0.421, 0.737, 0.463, 0.447, 0.482, 0.435

(3)
Formula: C35H30BBr3KN5O10
Source: the Open Molecules 2025 dataset
Level of theory: the ωB97M-V functional and the def2-TZVPD basis

## Properties
Maximum force = 0.0625 hartree/bohr
Total charge = -2
Orbital gap = 5.54 eV
DFT total energy = -291843.678 eV
Highest occupied orbital energy = -2.3 eV
Energy relative to the best compared isomer or geometry (same formula, charge and spin) = 11.7 kcal/mol

CARTESIAN COORDINATES (ANGSTROEM)
K (-0.57297, 0.40135, 0.98462)
O (1.59612, 4.57826, 2.59928)
C (1.35558, 3.34059, 2.26761)
O (0.17955, 2.99271, 2.08140)
C (2.57398, 2.54123, 2.19639)
C (3.63418, 2.88983, 2.99358)
C (4.74249, 1.99249, 3.02900)
C (4.50224, 0.66670, 2.67528)
C (3.27445, 0.30631, 2.06709)
N (2.56106, 1.38064, 1.43470)
C (2.77985, -0.97838, 1.90748)
O (3.37293, -2.03871, 2.55200)
O (1.72721, -1.25792, 1.28543)
H (0.71925, 4.88616, 2.69278)
H (3.57502, 3.78430, 3.63444)
H (5.66295, 2.23716, 3.53978)
H (5.31982, -0.14224, 2.89214)
H (3.67000, -1.73489, 3.38415)
O (-8.28692, 2.22324, -0.18196)
C (-7.78951, 1.12164, -0.33545)
O (-8.34589, 0.04833, -0.69938)
C (-6.28190, 1.02337, 0.03885)
C (-5.67211, 1.94572, 0.85134)
C (-4.32216, 1.97274, 1.04479)
N (-3.45730, 1.09066, 0.47863)
C (-4.07170, 0.18792, -0.29853)
C (-5.42344, 0.08240, -0.53389)
C (-3.20326, -0.80394, -1.11279)
O (-3.72705, -1.66457, -1.85807)
O (-1.92991, -0.75996, -0.92035)
H (-6.21056, 2.76097, 1.27680)
H (-3.86354, 2.79321, 1.59994)
H (-5.73728, -0.75357, -1.18009)
Br (3.12228, -1.70229, 6.40381)
C (1.57409, -1.23570, 5.42200)
C (1.03297, 0.01998, 5.46141)
C (-0.08217, 0.25959, 4.73129)
N (-0.52729, -0.57886, 3.79092)
C (-0.02671, -1.82490, 3.74988)
C (1.03798, -2.19261, 4.59385)
C (-0.45824, -2.72149, 2.69472)
C (0.42056, -3.65974, 2.18923)
C (-0.04534, -4.37720, 1.09104)
Br (1.10011, -5.54557, 0.06367)
C (-1.23914, -4.06428, 0.52365)
C (-2.03180, -3.09202, 1.08301)
N (-1.68889, -2.43293, 2.18878)
H (1.50592, 0.80323, 6.04666)
H (-0.53238, 1.23001, 4.88118)
H (1.53897, -3.12839, 4.48990)
H (1.43070, -3.78550, 2.53108)
H (-1.50006, -4.44495, -0.48188)
H (-2.93319, -2.78408, 0.60021)
C (2.42571, 2.99549, -2.71851)
C (1.53384, 2.03678, -2.00340)
C (0.09927, 2.04627, -2.53358)
O (1.53603, 2.34246, -0.58321)
B (2.39637, 1.39276, -0.00927)
O (2.96773, 0.54083, -0.88668)
C (2.12292, 0.55526, -2.06225)
C (3.07883, 0.30208, -3.25524)
C (1.15940, -0.61769, -1.96789)
H (2.20592, 4.00207, -2.45400)
H (2.33287, 2.86825, -3.86462)
H (3.45834, 2.74913, -2.40200)
H (-0.32454, 3.12697, -2.31245)
H (-0.62146, 1.36825, -2.03911)
H (0.06043, 1.96425, -3.64344)
H (4.01747, 0.88588, -3.09140)
H (2.70797, 0.60447, -4.21609)
H (3.32287, -0.73340, -3.29460)
H (0.42755, -0.56670, -1.17441)
H (1.71975, -1.48720, -1.69407)
H (0.65776, -0.85613, -2.93468)
Br (-0.99477, -4.33821, -3.66302)
C (-1.02413, -2.65057, -4.48487)
C (-1.82612, -1.60990, -4.16751)
C (-1.69867, -0.43923, -4.96650)
C (-0.76196, -0.36890, -5.94324)
N (0.06159, -1.37041, -6.20800)
C (-0.10404, -2.45046, -5.52038)
H (-2.51572, -1.63983, -3.34900)
H (-2.37732, 0.32043, -4.72054)
H (-0.64215, 0.51825, -6.58982)
H (0.54873, -3.34724, -5.68761)

Cartesian forces (eV/Å) of the 2 atoms listed first:
-0.29 0.11 0.16
1.48 1.58 0.48

Mulliken charges in e: 0.972, -0.506, -0.023, -0.590, 0.341, -0.153, -1.215, -0.318, 0.173, 0.756, -0.127, -0.651, -0.195, 0.352, 0.427, 0.373, 0.289, 0.285, -0.706, 0.404, -0.745, 0.131, -0.781, -0.285, 0.139, 0.661, -0.679, -0.296, -0.875, -0.147, 0.415, 0.418, 0.493, -0.151, -0.036, -0.247, -0.472, -0.351, 0.918, -0.555, 0.612, -0.590, -0.468, -0.221, -0.233, -0.558, -0.494, 0.373, 0.408, 0.527, 0.322, 0.293, 0.752, -2.030, 1.841, -1.338, -0.410, 0.796, -0.718, 1.834, -2.070, -1.294, 0.488, 0.285, 0.401, 0.315, 0.073, 0.242, 0.352, 0.299, 0.532, -0.327, 0.765, -0.109, -0.159, -0.204, 0.221, -0.600, -0.322, -0.665, -0.103, 0.627, 0.508, 0.360, 0.249